Entry from the Open Molecules 2025 dataset: the ion C5H7N2 with charge +1 at a distorted geometry (ωB97M-V with the def2-TZVPD basis set).

The calculation puts the HOMO energy at -13.4 eV. The value obtained for the molecular weight is 95.12 g/mol. The net charge is +1. The calculation puts the energy above the lowest of the compared OMol25 structures with the same formula, charge and spin at 161.46 kcal/mol. Its SMILES is [H]/N=C\C1=C2[C@H]1[C@H]2[NH3+].

Last column: Löwdin charge in e.
Geometry (Å):
C1 1.14709 0.06072 -0.35210  -0.15
C2 0.23660 0.83773 0.33046  0.15
C3 2.51375 -0.34837 -0.30571  -0.22
C4 -0.07867 -0.64878 -0.56055  0.00
C5 -1.05562 0.42464 -0.45657  -0.26
N1 3.34648 -0.03145 0.55602  0.16
N2 -2.27104 0.12882 0.34028  0.21
H1 2.64054 -0.93168 -1.17917  0.11
H2 -0.48865 -1.58008 -0.19992  0.13
H3 -1.29837 1.14188 -1.16450  0.14
H4 3.12462 0.71983 1.31636  0.13
H5 -2.17598 0.38908 1.40466  0.23
H6 -2.71157 -0.87807 0.34944  0.23
H7 -2.92917 0.71573 -0.07870  0.13

Entry from the Open Molecules 2025 dataset: a cluster of 2 separate species, C7H18 in total at a distorted geometry (ωB97M-V with the def2-TZVPD basis set).

The calculation puts the HOMO energy at -11.0 eV. The value obtained for the molecular weight is 102.22 g/mol. The net charge is 0. The calculation puts the energy above the lowest of the compared OMol25 structures with the same formula, charge and spin at 11.25 kcal/mol. Its SMILES is CC(C)C.CCC.

Last column: Löwdin charge in e.
Geometry (Å):
C1 -2.14745 -1.24071 1.05390  -0.31
C2 -1.12357 -2.40640 1.05790  -0.11
C3 -1.86022 -0.29644 2.19985  -0.14
H1 -2.00587 -0.82587 0.05927  0.06
H2 -3.19008 -1.55518 1.09064  0.10
H3 -0.34884 -2.25287 0.31406  0.05
H4 -2.25695 -0.67043 3.15968  0.07
H5 -1.61297 -3.35140 0.80248  0.07
H6 -0.70342 -2.50014 2.05730  0.06
H7 -0.80319 -0.07819 2.37037  0.07
H8 -2.46465 0.61045 2.18064  0.06
C4 1.34972 0.71172 -0.93861  -0.48
C5 -0.07614 1.31636 -0.93184  -0.08
C6 1.74650 0.24391 -2.33451  -0.09
C7 2.31048 1.71964 -0.33115  -0.10
H9 1.24172 -0.18086 -0.31677  0.11
H10 -0.28984 1.89576 -1.83932  0.08
H11 2.34647 -0.67014 -2.35159  0.07
H12 0.86791 0.07700 -2.94357  0.06
H13 2.34596 0.99097 -2.87180  0.08
H14 3.36377 1.42748 -0.42359  0.08
H15 2.18297 2.68087 -0.83758  0.08
H16 2.12504 1.85367 0.73538  0.07
H17 -0.22090 2.01731 -0.10872  0.07
H18 -0.77645 0.48350 -0.85244  0.05

Entry from the Open Molecules 2025 dataset: an isolated molecule of C2H2N4O2 at a distorted geometry (ωB97M-V with the def2-TZVPD basis set).

The calculation puts the HOMO energy at -10.7 eV. The value obtained for the molecular weight is 114.06 g/mol. The net charge is 0. The calculation puts the energy above the lowest of the compared OMol25 structures with the same formula, charge and spin at 163.09 kcal/mol. Its SMILES is O=C(O)c1nnn[nH]1.

Last column: Löwdin charge in e.
Geometry (Å):
C1 1.12585 -0.30808 -0.07922  -0.18
C2 -0.30890 -0.19660 -0.39569  -0.27
H1 2.78915 0.29745 -0.30622  0.17
H2 -0.62238 1.82290 0.69275  0.20
N1 -0.97968 -1.27994 -0.60521  0.09
N2 -2.19253 -0.93892 -0.21907  -0.02
N3 -2.31284 0.37256 0.29912  0.02
N4 -1.05766 0.86853 0.40306  0.08
O1 1.91988 0.86109 -0.47624  0.01
O2 1.63910 -1.49899 0.68671  -0.10

Entry from the Open Molecules 2025 dataset: a structure of composition C64H172BCrF13N13O25S2 at a distorted geometry (ωB97M-V with the def2-TZVPD basis set).

The calculation puts the HOMO energy (alpha / beta) at -8.3 / -8.3 eV. Its expectation value of S² is 3.7742. Its spin multiplicity is 4. The value obtained for the molecular weight is 1898.06 g/mol. The net charge is 0.

Last column: Mulliken spin population.
Geometry (Å):
Cr1 32.37963 13.15054 -10.20396  3.00
B1 34.44696 10.90583 -8.93005  0.02
F1 35.26198 10.95542 -10.06791  0.00
F2 33.70128 9.74156 -8.79731  0.00
F3 35.24553 10.94805 -7.85301  0.00
F4 33.60404 11.95806 -9.01960  -0.04
C1 29.78078 13.97607 -12.20935  0.00
O1 29.28380 12.69598 -11.85667  0.01
O2 30.92467 14.08589 -11.37010  0.01
C2 29.89921 14.24271 -13.73221  -0.01
F5 30.82794 13.47046 -14.31851  0.00
F6 28.76273 13.96425 -14.48156  0.00
F7 30.20759 15.52340 -14.00511  0.00
C3 27.90477 12.42142 -11.57724  0.00
C4 27.75869 10.92659 -11.27883  0.00
H1 28.37078 10.60404 -10.43657  0.00
H2 26.72381 10.64556 -11.08353  0.00
H3 28.01687 10.30395 -12.13542  0.00
H4 27.33611 12.69717 -12.46532  0.00
H5 27.47882 13.07581 -10.81669  0.00
H6 29.08330 14.68658 -11.76573  0.00
C5 34.05717 14.18686 -6.57940  0.00
F8 32.83954 13.63320 -6.62144  0.00
F9 34.14621 15.04842 -5.58979  0.00
F10 34.91034 13.21791 -6.39352  0.00
S1 34.41117 15.03664 -8.25373  0.01
O3 34.80187 16.41349 -8.01862  0.00
O4 35.41338 14.16201 -8.83577  0.00
N1 32.86102 14.71058 -9.10567  0.01
S2 31.94362 15.95907 -8.61249  0.00
O5 30.54618 15.57878 -8.61410  0.01
O6 32.25182 16.59492 -7.34290  0.00
C6 32.21449 17.26032 -10.09833  0.01
F11 33.47292 17.18932 -10.47022  0.00
F12 31.41880 16.91420 -11.15248  0.00
F13 31.85016 18.43131 -9.72589  0.00
C7 24.17592 18.17358 -15.04530  0.00
C8 24.63038 16.79863 -14.51303  0.00
O7 25.97323 16.48448 -14.91324  0.00
H7 24.98219 18.90513 -14.99181  0.00
H8 23.35972 18.52376 -14.41342  0.00
H9 23.85494 18.07805 -16.08258  0.00
H10 23.94014 16.03210 -14.86533  0.00
H11 24.55926 16.76875 -13.42576  0.00
H12 25.96519 16.50338 -15.87302  0.00
C9 25.07361 14.55961 -10.12854  0.00
C10 24.08901 13.57968 -9.43976  0.00
O8 22.84621 13.72737 -10.05382  0.00
H13 24.94317 14.54975 -11.21066  0.00
H14 26.12126 14.36357 -9.90028  0.00
H15 24.82750 15.58380 -9.84826  0.00
H16 23.96811 13.86113 -8.39368  0.00
H17 24.45010 12.57501 -9.65967  0.00
H18 22.31789 12.95442 -9.84166  0.00
C11 30.24968 16.96055 -16.81067  0.00
C12 30.87901 15.52926 -17.02620  0.00
O9 30.63436 15.19282 -18.41080  0.00
H19 29.42031 17.04273 -17.51316  0.00
H20 30.99039 17.72319 -17.05116  0.00
H21 29.92890 17.10699 -15.77929  0.00
H22 30.37106 14.82199 -16.37055  0.00
H23 31.93794 15.46597 -16.77571  0.00
H24 31.25284 14.49686 -18.64478  0.00
C13 31.90572 11.59887 -16.83427  0.00
C14 33.04576 12.47688 -17.42424  0.00
C15 34.21877 11.65078 -17.90933  0.00
O10 33.80887 10.80962 -19.05130  0.00
C16 34.88739 10.24958 -19.67943  0.00
N2 32.46658 13.07770 -18.56164  0.00
H25 32.35213 11.04998 -16.00511  0.00
H26 31.51767 10.89705 -17.57250  0.00
H27 31.14878 12.24203 -16.38538  0.00
H28 33.31356 13.23904 -16.69247  0.00
H29 34.61887 11.08491 -17.06801  0.00
H30 34.97439 12.38724 -18.18274  0.00
H31 35.71949 10.93769 -19.82846  0.00
H32 34.65414 9.81168 -20.64997  0.00
H33 35.34030 9.46608 -19.07189  0.00
H34 33.17593 13.72501 -18.87454  0.00
H35 32.41658 12.39267 -19.30213  0.00
C17 30.67325 10.82805 -4.94188  0.00
C18 32.08254 10.75792 -5.51733  0.00
C19 32.99052 9.62741 -4.91283  0.00
O11 33.14468 9.84602 -3.54613  0.00
C20 33.97564 8.83614 -2.92289  0.00
N3 31.91547 10.49284 -6.94573  0.00
H36 30.14223 9.92344 -5.23819  0.00
H37 30.15980 11.68177 -5.38417  0.00
H38 30.80777 10.88626 -3.86178  0.00
H39 32.64250 11.68209 -5.37433  0.00
H40 33.95124 9.80918 -5.39459  0.00
H41 32.66386 8.62522 -5.19031  0.00
H42 34.04258 9.11388 -1.87100  0.00
H43 34.99726 8.88013 -3.30031  0.00
H44 33.59360 7.82228 -3.04213  0.00
H45 31.48483 9.60408 -7.15731  0.00
H46 32.80282 10.26871 -7.37292  0.00
C21 24.90272 9.75513 -13.20591  0.00
C22 24.96872 8.74591 -14.29479  0.00
C23 23.92270 7.54513 -14.26491  0.00
O12 24.19120 6.78471 -13.09387  0.00
C24 23.33668 5.68679 -12.89506  0.00
N4 24.90399 9.49747 -15.54039  0.00
H47 25.10309 9.29361 -12.23898  0.00
H48 23.89573 10.16920 -13.15459  0.00
H49 25.65866 10.53344 -13.31015  0.00
H50 25.96566 8.30596 -14.26899  0.00
H51 23.97239 6.97438 -15.19221  0.00
H52 22.90380 7.92265 -14.17867  0.00
H53 23.24060 5.09811 -13.80738  0.00
H54 22.31414 5.99562 -12.67798  0.00
H55 23.67845 5.02803 -12.09675  0.00
H56 24.21268 10.23117 -15.47809  0.00
H57 24.64695 8.91130 -16.32170  0.00
C25 33.71342 15.91568 -14.24543  0.00
C26 35.12799 16.31152 -13.76246  0.00
C27 35.36526 17.79963 -13.79257  0.00
O13 35.52204 18.27443 -15.14801  0.00
C28 35.81778 19.63329 -15.35702  0.00
N5 35.13782 15.80136 -12.39849  0.00
H58 33.56596 14.83853 -14.32357  0.00
H59 33.44428 16.28499 -15.23501  0.00
H60 32.99716 16.26320 -13.50093  0.00
H61 35.86093 15.78998 -14.37801  0.00
H62 36.36774 17.97424 -13.40186  0.00
H63 34.54612 18.37329 -13.35896  0.00
H64 35.74254 19.85397 -16.42180  0.00
H65 36.82115 19.92915 -15.05071  0.00
H66 35.04880 20.22497 -14.86034  0.00
H67 36.08924 15.83841 -12.06159  0.00
H68 34.68012 16.51513 -11.84972  0.00
C29 31.00178 4.70588 -8.14150  0.00
C30 30.29971 6.06396 -8.24158  0.00
C31 30.83753 7.18065 -7.34613  0.00
O14 30.30430 8.46853 -7.73909  0.00
C32 28.93149 8.65356 -7.46166  0.00
N6 30.49352 6.44037 -9.61747  0.00
H69 30.86302 4.20901 -7.18132  0.00
H70 32.05482 4.68729 -8.42232  0.00
H71 30.60586 3.96594 -8.83709  0.00
H72 29.22184 5.97618 -8.10522  0.00
H73 31.92617 7.21002 -7.39206  0.00
H74 30.59167 6.93474 -6.31309  0.00
H75 28.64897 9.63195 -7.85027  0.00
H76 28.77235 8.70176 -6.38442  0.00
H77 28.29520 7.92664 -7.96647  0.00
H78 31.39449 6.11163 -9.93414  0.00
H79 30.52874 7.44970 -9.60721  0.00
C33 24.86116 10.85100 -19.03453  0.00
C34 25.81420 10.10020 -19.88412  0.00
C35 27.21208 10.83110 -19.92508  0.00
O15 27.62406 11.58536 -18.74823  0.00
C36 28.83604 12.31382 -18.92067  0.00
N7 26.08378 8.78279 -19.28192  0.00
H80 23.90121 10.34782 -18.91873  0.00
H81 24.69136 11.85871 -19.41371  0.00
H82 25.26877 10.90322 -18.02496  0.00
H83 25.55250 10.09727 -20.94224  0.00
H84 27.09514 11.50745 -20.77182  0.00
H85 28.04105 10.18406 -20.21188  0.00
H86 29.01323 12.87318 -18.00208  0.00
H87 28.79070 12.99428 -19.77099  0.00
H88 29.65098 11.61468 -19.10818  0.00
H89 26.65195 8.83231 -18.44837  0.00
H90 25.19358 8.51880 -18.88449  0.00
C37 28.40505 10.98663 -15.21304  0.00
C38 28.61237 9.70535 -16.05312  0.00
C39 28.86217 8.38329 -15.21229  0.00
O16 30.07529 8.47933 -14.53311  0.00
C40 30.29783 7.44853 -13.56107  0.00
N8 27.42963 9.60738 -16.89182  0.00
H91 28.10884 11.86974 -15.77917  0.00
H92 29.32653 11.19702 -14.67016  0.00
H93 27.62240 10.85244 -14.46634  0.00
H94 29.47233 9.78233 -16.71844  0.00
H95 29.02807 7.55987 -15.90694  0.00
H96 28.06228 7.91293 -14.64042  0.00
H97 31.32476 7.54958 -13.20992  0.00
H98 30.08989 6.47207 -13.99855  0.00
H99 29.65073 7.63579 -12.70415  0.00
H100 27.33339 10.42519 -17.47665  0.00
H101 26.60088 9.63697 -16.31528  0.00
C41 25.88223 17.26559 -5.91894  0.00
C42 26.28750 15.88893 -6.49972  0.00
C43 27.42804 16.04031 -7.55492  0.00
O17 26.93797 16.83805 -8.61542  0.00
C44 27.85233 17.13023 -9.73919  0.00
N9 26.84559 15.04673 -5.43441  0.00
H102 25.34456 17.84768 -6.66740  0.00
H103 26.69776 17.89749 -5.56722  0.00
H104 25.17822 17.09752 -5.10395  0.00
H105 25.42411 15.35421 -6.89563  0.00
H106 27.71941 15.07623 -7.97176  0.00
H107 28.30383 16.51158 -7.10883  0.00
H108 28.79359 17.65252 -9.56789  0.00
H109 27.34025 17.82392 -10.40603  0.00
H110 28.08741 16.25695 -10.34765  0.00
H111 26.15113 14.81626 -4.73819  0.00
H112 27.63167 15.46038 -4.95371  0.00
C45 27.54100 19.92224 -13.16615  0.00
C46 28.65583 18.93610 -13.53588  0.00
C47 29.91138 19.15301 -12.63867  0.00
O18 30.22926 20.49624 -12.79992  0.00
C48 31.34277 20.87398 -11.99905  0.00
N10 28.18753 17.60339 -13.36569  0.00
H113 27.91620 20.93365 -13.32232  0.00
H114 27.16009 19.80852 -12.15122  0.00
H115 26.65637 19.71971 -13.76991  0.00
H116 28.87971 19.11293 -14.58788  0.00
H117 30.69765 18.44075 -12.88883  0.00
H118 29.58574 19.06007 -11.60262  0.00
H119 31.26110 20.55500 -10.95996  0.00
H120 31.35370 21.96290 -12.04619  0.00
H121 32.31762 20.52363 -12.33818  0.00
H122 28.92549 16.96986 -13.63800  0.00
H123 27.41448 17.46246 -14.00022  0.00
C49 34.99269 12.33239 -13.44919  0.00
C50 33.74353 12.45312 -12.53295  0.01
C51 32.97520 11.10455 -12.17721  0.00
O19 32.08244 11.33217 -11.09287  -0.03
C52 31.31301 10.07031 -10.88975  0.00
N11 34.11892 13.21778 -11.37062  -0.02
H124 34.79787 11.82185 -14.39232  0.00
H125 35.78173 11.66330 -13.10591  0.00
H126 35.48497 13.29215 -13.60616  0.00
H127 33.04699 13.03067 -13.14070  -0.03
H128 33.75775 10.37732 -11.96072  0.00
H129 32.35576 10.79981 -13.02073  0.01
H130 30.67716 10.09587 -10.00480  0.00
H131 31.98546 9.22867 -10.72379  0.00
H132 30.64204 9.78416 -11.69972  0.00
H133 34.54569 14.02698 -11.79864  0.01
H134 34.92019 12.74920 -10.97251  0.01
C53 21.41413 10.48569 -16.13653  0.00
C54 21.37560 11.90697 -15.51638  0.00
C55 22.55718 12.83424 -15.86759  0.00
O20 23.78065 12.16408 -15.40477  0.00
C56 24.96098 12.78439 -15.81578  -0.01
N12 20.14965 12.48228 -16.12969  0.00
H135 21.56451 10.58680 -17.21136  0.00
H136 20.53857 9.93324 -15.79553  0.00
H137 22.23272 9.93151 -15.67728  0.00
H138 21.12430 11.80527 -14.46063  0.00
H139 22.33168 13.78888 -15.39229  0.00
H140 22.58480 12.96001 -16.94996  0.00
H141 25.15964 12.65128 -16.87922  0.00
H142 25.86421 12.45267 -15.30366  0.00
H143 24.84026 13.84842 -15.61239  0.00
H144 19.84797 13.23353 -15.52578  0.00
H145 19.46606 11.73940 -16.09916  0.00
C57 21.49754 11.04330 -11.37380  0.00
C58 21.70428 10.38737 -10.00823  0.00
C59 23.06099 9.63533 -9.87114  0.00
O21 23.20782 9.02668 -8.54230  0.00
C60 24.44161 8.32525 -8.31848  0.00
N13 21.49761 11.44285 -9.03333  0.00
H146 20.58584 11.63535 -11.29399  0.00
H147 21.38767 10.38182 -12.23315  0.00
H148 22.27859 11.71722 -11.72581  0.00
H149 20.88765 9.66873 -9.93916  0.00
H150 23.88405 10.33029 -10.03755  0.00
H151 23.20819 8.91924 -10.67961  0.00
H152 24.56632 7.53046 -9.05391  0.00
H153 24.48616 7.92251 -7.30659  0.00
H154 25.31118 8.98237 -8.32993  0.00
H155 21.87634 11.15539 -8.14225  0.00
H156 20.50316 11.48154 -8.86106  0.00
C61 27.48999 5.82675 -11.56373  0.00
O22 28.45847 4.97126 -10.89963  0.00
H157 26.50759 5.59223 -11.15387  0.00
H158 27.74156 6.88732 -11.56215  0.00
H159 27.36268 5.63544 -12.62924  0.00
H160 29.14024 5.53375 -10.52495  0.00
C62 27.06403 15.19767 -17.83293  0.00
O23 26.34292 16.37169 -17.73824  0.00
H161 26.59156 14.52159 -18.54553  0.00
H162 28.01977 15.37969 -18.32438  0.00
H163 27.23946 14.66180 -16.90010  0.00
H164 26.52581 16.93943 -18.49045  0.00
C63 29.76677 12.76928 -8.37936  0.00
O24 31.13569 12.37003 -8.62820  -0.01
H165 29.78141 13.37416 -7.47271  0.00
H166 29.30552 13.36612 -9.16622  0.01
H167 29.16772 11.88014 -8.18276  0.00
H168 31.26860 11.66259 -7.99301  0.00
C64 25.67627 11.97444 -6.20522  0.00
O25 27.04411 12.36450 -6.63913  0.00
H169 24.94831 12.54213 -6.78477  0.00
H170 25.56877 10.94322 -6.54158  0.00
H171 25.43219 11.98281 -5.14293  0.00
H172 27.11470 13.23069 -6.23130  0.00